#1
Computed, not measured: a molecular structure, C4H5NO2, with the ωB97M-V functional and the def2-TZVPD basis.

Calculated values
**Lowest unoccupied orbital energy**: 0.91 eV
**HOMO level**: -9.5 eV
**Orbital gap**: 10.4007 eV

Geometry as ORCA input:
```
! RIJCOSX wB97M-V def2-TZVPD def2/J DEFGRID3
* xyz 0 1
N 0.474 1.249 1.047
C 0.152 0.258 0.088
C -1.178 0.107 -0.634
C -0.666 -1.011 0.180
O 0.300 -1.772 -0.571
C 1.154 -0.686 -0.536
O 2.326 -0.677 -0.756
H 0.346 2.187 0.688
H 1.450 1.151 1.317
H -2.034 0.579 -0.164
H -1.204 0.056 -1.720
H -1.120 -1.441 1.061
*
```

#2
Computed, not measured: a single C4H5NO2 molecule, with the ωB97M-V functional and the def2-TZVPD basis.

Calculated values
**Lowest unoccupied orbital energy**: -0.29 eV
**HOMO level**: -10.0 eV
**Orbital gap**: 9.7249 eV

Geometry as ORCA input:
```
! RIJCOSX wB97M-V def2-TZVPD def2/J DEFGRID3
* xyz 0 1
O 1.841 1.408 1.125
C 2.059 0.440 0.446
C 0.963 -0.533 -0.018
O 1.246 -1.465 -0.729
N -0.302 -0.287 0.495
C -1.468 -0.733 -0.226
C -1.179 0.719 -0.071
H 3.082 0.185 0.112
H -2.298 -1.145 0.344
H -1.227 -1.193 -1.191
H -0.998 1.161 -1.046
H -1.655 1.340 0.684
*
```

#3
Computed, not measured: a single C4H5NO2 molecule, with the ωB97M-V functional and the def2-TZVPD basis.

Calculated values
**Lowest unoccupied orbital energy**: 0.63 eV
**HOMO level**: -10.4 eV
**Orbital gap**: 10.9914 eV

Geometry as ORCA input:
```
! RIJCOSX wB97M-V def2-TZVPD def2/J DEFGRID3
* xyz 0 1
O 2.977 -0.240 -0.231
C 1.878 -0.010 -0.666
C 0.666 0.057 0.206
C -0.387 1.058 -0.065
N -0.566 -0.419 -0.364
C -1.584 -0.950 0.433
O -2.688 -1.143 0.005
H 1.687 0.197 -1.740
H 0.836 -0.210 1.248
H -0.684 1.203 -1.089
H -0.866 1.490 0.823
H -1.285 -1.126 1.481
*
```

#4
Computed, not measured: a single C4H5NO2 molecule, with the ωB97M-V functional and the def2-TZVPD basis.

Calculated values
**Lowest unoccupied orbital energy**: -0.33 eV
**HOMO level**: -9.8 eV
**Orbital gap**: 9.4511 eV

Geometry as ORCA input:
```
! RIJCOSX wB97M-V def2-TZVPD def2/J DEFGRID3
* xyz 0 1
O 1.672 1.505 -0.013
C 1.798 0.307 -0.046
C 0.834 -0.720 0.604
O 1.351 -1.737 0.996
N -0.561 -0.540 0.678
C -1.217 -0.433 -0.640
C -1.211 0.709 0.293
H 2.669 -0.165 -0.547
H -2.099 -1.053 -0.801
H -0.532 -0.370 -1.482
H -0.613 1.581 0.060
H -2.091 0.914 0.898
*
```

Compare the structures above. Which one is the least stable? #3 is.